[1]
The following is a quantum chemistry calculation of a cluster of 16 separate species, C46H74ClN16O3 in total, from the OMol25 dataset.

The geometry in XYZ format:
```
140
Properties=species:S:1:pos:R:3:forces:R:3
C 8.52184 1.27630 -2.75745 -0.9 -0.2 -0.3
C 7.66863 0.05848 -2.12396 2.4 -1.1 3.1
O 8.25116 -0.57698 -1.19817 -2.6 2.0 -3.6
O 6.35023 -0.26494 -2.52947 2.7 0.2 -0.3
C 6.24000 -1.65921 -2.96581 -1.3 -1.2 -0.4
C 5.03144 -2.35341 -2.13680 0.7 0.0 -0.2
C 3.60210 -1.70813 -2.50735 0.6 -0.1 0.6
C 2.66711 -1.42042 -1.22915 0.0 0.0 -0.4
C 1.58706 -0.26047 -1.61627 0.7 0.4 1.7
C 0.09079 -0.62579 -1.17333 -0.2 -0.9 -1.0
C -1.03131 -0.24430 -2.27465 1.2 0.7 0.6
N -2.18800 -1.21198 -2.01246 0.1 0.8 1.1
C -3.52083 -0.65930 -2.41095 -3.8 0.2 -1.3
C -4.62923 -1.82274 -2.68096 0.7 0.5 0.7
C -3.50281 0.25966 -3.72337 0.6 0.4 0.8
C -2.51628 1.50583 -3.47224 0.6 0.2 -0.1
C -1.58733 1.25477 -2.15505 -0.7 0.3 -1.1
C -0.45888 2.39994 -2.16663 0.1 0.1 0.2
C -0.44597 3.07094 -0.71455 -3.1 3.5 -0.4
O -1.27103 3.99870 -0.51023 3.5 -4.0 -0.6
Cl 0.62149 2.57379 0.67467 -0.7 0.1 -1.4
H 8.58420 2.14633 -2.01007 -0.2 -1.4 -1.1
H 8.05980 1.64644 -3.73939 0.7 -0.5 1.5
H 9.58892 0.88768 -2.92843 -1.8 0.5 0.3
H 7.22218 -2.23247 -2.87625 -1.3 0.9 0.3
H 5.97537 -1.62628 -4.08953 0.3 0.0 1.7
H 5.07992 -3.49051 -2.32996 -0.3 1.8 0.2
H 5.25172 -2.20841 -1.02712 -0.2 -0.1 -1.4
H 3.07100 -2.42639 -3.21541 0.6 1.2 0.7
H 3.82951 -0.68009 -2.97215 -0.5 -1.6 0.4
H 2.11567 -2.36839 -0.86647 1.0 1.4 -0.7
H 3.34148 -1.06744 -0.36161 -1.1 -0.4 -1.3
H 1.90206 0.64911 -0.97460 -0.5 -1.2 -1.3
H 1.70463 0.04496 -2.70920 -0.4 -0.6 1.4
H -0.21213 -0.19673 -0.14663 0.5 -0.5 -1.6
H 0.05300 -1.77984 -1.06912 0.1 1.7 -0.1
H -0.68416 -0.46282 -3.35397 -0.4 0.5 1.7
H -1.97720 -2.15552 -2.37580 -0.2 0.5 -0.1
H -2.21098 -1.30922 -0.97258 0.0 -0.2 -0.9
H -3.94103 -0.02644 -1.54939 1.1 -1.0 -1.1
H -4.56659 -2.11829 -3.77814 -0.1 0.1 1.6
H -4.46500 -2.68678 -1.95088 -0.3 1.0 -1.2
H -5.68255 -1.41780 -2.45963 1.7 -0.6 -0.4
H -4.59032 0.61593 -3.87432 1.8 -0.7 0.2
H -3.16442 -0.33516 -4.63521 -0.5 0.7 1.2
H -1.78432 1.61697 -4.36026 -1.4 -0.2 1.5
H -3.05532 2.51903 -3.38798 0.7 -1.6 0.1
H -2.22775 1.44089 -1.21031 1.1 -0.7 -1.4
H 0.56183 2.07301 -2.55019 -1.3 0.2 0.8
H -0.82562 3.22089 -2.89102 0.6 -1.1 1.5
C -6.84451 -5.42930 -4.45022 -0.1 -0.2 -0.3
C -6.71879 -4.70172 -3.18523 0.0 0.0 0.0
N -6.61996 -4.12892 -2.19155 -0.1 -0.3 -0.4
H -5.88891 -5.48777 -4.97612 0.0 0.2 0.2
H -7.19179 -6.45292 -4.29156 0.0 0.2 0.2
H -7.55592 -4.94472 -5.12253 0.1 0.1 0.2
C 3.96657 -6.76478 -1.64505 0.2 -0.2 0.2
C 3.25258 -5.71877 -2.38165 -0.1 0.0 0.0
N 2.69162 -4.89678 -2.95997 0.2 -0.3 0.2
H 4.42640 -7.48920 -2.32124 -0.1 0.2 -0.1
H 4.76360 -6.34680 -1.02560 -0.1 0.1 -0.1
H 3.29652 -7.31788 -0.98294 -0.1 0.2 -0.1
C 2.78490 -2.24052 2.88574 0.2 0.2 0.2
C 2.12666 -3.17510 1.96897 0.0 0.0 0.0
N 1.60974 -3.90944 1.24859 0.2 0.4 0.2
H 3.50811 -2.74926 3.52777 -0.1 -0.1 -0.2
H 3.32480 -1.45935 2.34478 -0.1 -0.2 -0.1
H 2.06411 -1.74342 3.53946 -0.1 -0.2 -0.2
C 1.36305 1.00984 -6.02811 0.3 0.1 0.0
C -0.09180 0.89352 -6.16739 0.0 -0.1 -0.2
N -1.23526 0.80202 -6.27939 0.6 -0.1 0.0
H 1.87197 0.84219 -6.98002 -0.2 0.0 0.0
H 1.65496 2.00174 -5.67444 -0.2 0.0 -0.1
H 1.75819 0.28096 -5.31587 -0.2 0.0 -0.1
C -1.96486 6.56839 1.11661 0.2 -0.1 -0.1
C -3.16559 7.21671 1.64969 0.0 0.1 0.0
N -4.11021 7.72380 2.06852 0.5 -0.2 -0.2
H -1.23113 6.37298 1.90212 -0.2 0.1 0.1
H -2.19973 5.61189 0.64790 -0.2 0.2 0.1
H -1.47477 7.18784 0.36184 -0.2 0.1 0.1
C 3.22187 -0.79652 6.40499 -0.2 0.3 0.1
C 3.98076 -2.02913 6.17595 0.0 0.0 0.1
N 4.57631 -2.99728 5.99505 -0.2 0.4 0.0
H 3.41669 -0.38397 7.39753 0.1 -0.2 -0.1
H 3.48008 -0.02461 5.67604 0.1 -0.2 0.0
H 2.14535 -0.96786 6.33012 0.1 -0.2 0.0
C 8.00768 -3.42739 4.66716 -0.2 0.3 0.0
C 8.76470 -4.66002 4.43708 0.1 -0.1 0.0
N 9.35943 -5.62945 4.25802 -0.3 0.4 0.1
H 8.20326 -3.01532 5.66003 0.1 -0.3 0.0
H 8.26573 -2.65509 3.93839 0.1 -0.2 0.0
H 6.93085 -3.59667 4.59309 0.1 -0.2 0.0
C -7.78189 -3.18400 1.17500 0.2 0.0 -0.2
C -8.82640 -3.66044 2.08571 0.0 0.0 0.1
N -9.64652 -4.03446 2.80082 0.3 0.1 -0.3
H -6.89116 -2.86066 1.71910 -0.2 -0.1 0.1
H -7.46971 -3.96410 0.47675 -0.2 0.0 0.1
H -8.12410 -2.33437 0.57964 -0.2 -0.1 0.1
C -7.31956 7.74739 2.68394 0.2 0.1 0.0
C -8.36278 6.95420 3.33921 -0.1 0.0 0.0
N -9.18203 6.33019 3.85412 0.3 0.2 -0.2
H -7.30590 7.58064 1.60450 -0.2 -0.1 0.1
H -7.46822 8.81778 2.84409 -0.2 -0.2 0.1
H -6.32680 7.49770 3.06303 -0.2 -0.1 0.1
C 8.97463 -7.39110 7.34549 0.2 -0.4 -0.2
C 8.83176 -6.02219 7.84538 0.0 0.0 0.0
N 8.71822 -4.94462 8.23662 -0.1 -0.4 -0.2
H 9.79906 -7.47545 6.63326 -0.1 0.3 0.1
H 9.17180 -8.09649 8.15532 -0.1 0.3 0.1
H 8.07044 -7.72900 6.83534 0.0 0.2 0.1
C 5.39964 -6.17605 9.65229 -0.2 0.3 0.0
C 6.15020 -7.41357 9.42613 0.0 0.0 0.0
N 6.74174 -8.38483 9.24847 -0.3 0.4 0.1
H 5.59752 -5.76241 10.64379 0.1 -0.2 -0.1
H 5.66314 -5.40792 8.92122 0.2 -0.2 0.0
H 4.32213 -6.34074 9.57773 0.2 -0.2 0.0
C -7.62600 0.13631 -5.12411 -0.2 0.3 0.0
C -6.86183 -1.09632 -5.33390 0.0 -0.1 -0.1
N -6.26245 -2.06523 -5.49866 -0.3 0.4 0.1
H -7.44455 0.55765 -4.13221 0.1 -0.2 0.0
H -7.36081 0.90253 -5.85637 0.1 -0.2 0.0
H -8.70084 -0.03811 -5.21102 0.2 -0.2 0.0
C 7.59571 3.78233 -6.42997 0.3 0.1 0.0
C 6.14243 3.62934 -6.54534 -0.1 0.0 0.0
N 5.00121 3.50915 -6.63464 0.4 0.0 0.1
H 8.09520 3.62510 -7.38868 -0.3 0.0 0.0
H 7.86956 4.78136 -6.08316 -0.2 -0.1 0.0
H 8.02007 3.06650 -5.72245 -0.2 0.0 -0.1
C -5.37289 10.48171 0.39916 0.4 0.0 0.1
C -6.82676 10.36691 0.26028 0.0 0.0 0.0
N -7.96914 10.27665 0.15163 0.5 0.0 0.1
H -4.86358 10.32047 -0.55394 -0.3 0.0 0.0
H -5.07940 11.47057 0.75928 -0.3 0.0 0.0
H -4.97672 9.74818 1.10646 -0.3 0.0 -0.1
C -11.79886 7.81316 5.60616 0.0 -0.2 -0.1
C -11.94089 9.18221 6.10952 0.0 0.1 0.0
N -12.05246 10.25751 6.50472 0.1 -0.4 -0.2
H -10.97379 7.72893 4.89459 -0.1 0.1 0.1
H -11.60227 7.10551 6.41473 0.0 0.2 0.0
H -12.70346 7.47677 5.09426 0.0 0.2 0.1
```
Positions in Å, forces in eV/Å.

E_tot   -91394.999 eV
Net charge   +1
Frontier orbital gap   9.3934 eV
Highest occupied orbital energy   -12.053 eV

=====

[2]
The following is a quantum chemistry calculation of a cluster of 6 separate species, C46H77NO17S3 in total, from the OMol25 dataset.

The geometry in XYZ format:
```
144
Properties=species:S:1:pos:R:3:forces:R:3
C -0.51883 -3.18191 -5.67627 -0.2 0.3 -0.1
C -1.64949 -2.14373 -5.25387 1.0 -1.3 0.4
C -2.39482 -2.76174 -4.01065 -0.2 0.7 -0.1
C -3.83698 -2.13782 -3.76916 0.2 -0.6 0.9
C -4.16557 -2.40047 -2.24788 -0.5 0.1 0.6
C -4.53310 -3.78153 -1.81906 0.2 2.4 1.5
C -4.62441 -4.93343 -2.85539 -0.7 -0.4 0.8
C -3.51549 -6.06892 -2.70658 0.2 -0.2 -1.0
C -2.32604 -5.71768 -1.73296 0.0 -1.3 -0.5
C -2.97066 -6.46986 -4.16205 -0.2 -0.3 0.2
C -4.80134 -3.96222 -0.38211 0.5 1.5 -1.2
C -4.75340 -2.86143 0.59283 0.4 -0.1 -1.1
C -5.05707 -3.19645 2.08486 -0.2 0.8 -0.5
C -3.78750 -3.29400 2.99745 -0.1 -1.1 0.5
C -2.68927 -4.31040 2.47779 0.2 0.5 1.7
S -1.44767 -3.34796 1.52228 0.7 -0.6 -0.4
C 0.11937 -3.31223 2.42107 0.6 -0.8 1.5
S 0.23991 -3.56846 4.06537 -0.4 0.3 -1.3
N 1.34468 -3.08334 1.70496 -2.0 0.2 -1.4
C 1.78572 -1.66137 1.75336 0.1 1.2 1.9
C 0.60808 -0.59967 1.81574 1.0 0.6 -0.4
C 1.33209 -3.65178 0.32628 0.3 0.1 -0.6
C 0.85501 -2.68061 -0.81888 -0.4 -0.4 -0.5
C -4.43301 -1.51144 0.14982 0.3 -0.9 -1.7
C -4.11546 -1.29094 -1.28976 -0.6 -1.4 0.9
C -3.73258 0.16534 -1.71707 -0.8 -0.3 0.8
O -2.88359 0.42996 -2.53118 -0.5 -0.2 0.2
C -4.52836 1.28738 -0.94601 -0.9 -0.7 1.0
S -5.09668 2.83622 -1.73349 0.0 -0.3 -0.1
C -4.82177 1.08449 0.36774 0.4 -1.0 -0.7
C -4.39368 -0.25718 1.07095 -0.4 0.1 -1.1
O -4.08901 -0.26341 2.23914 -0.3 -0.1 -0.5
H -0.96534 -4.08791 -6.16419 0.3 0.8 0.4
H 0.21819 -2.73508 -6.39068 -0.6 -0.3 0.6
H 0.05542 -3.52949 -4.77409 -0.5 0.4 -0.8
H -2.33303 -1.95801 -6.12037 0.5 0.0 0.8
H -1.12094 -1.20531 -4.92324 -0.9 -0.7 -0.5
H -1.74261 -2.55894 -3.10968 -0.8 -0.1 -0.8
H -2.47500 -3.88303 -4.06360 0.1 1.1 -0.2
H -4.62014 -2.63126 -4.41507 0.9 0.4 0.6
H -3.86362 -1.05246 -4.03016 0.2 -0.9 0.4
H -4.67359 -4.57965 -3.92133 0.2 -0.1 1.3
H -5.62315 -5.43573 -2.67883 1.0 0.5 -0.2
H -4.03593 -6.99832 -2.33677 0.6 1.0 -0.1
H -1.48895 -6.43841 -1.97770 -0.8 0.8 0.3
H -2.64581 -5.96852 -0.69131 0.4 0.7 -0.7
H -1.92129 -4.68490 -1.85988 -0.5 -0.8 0.3
H -2.94168 -7.59260 -4.26985 0.1 1.1 0.2
H -3.63963 -6.10610 -4.98804 0.5 -0.2 0.8
H -1.94301 -6.06911 -4.35635 -0.8 -0.3 0.2
H -5.05823 -4.98787 -0.01056 0.2 1.1 -0.4
H -5.71931 -2.37778 2.48225 0.6 -0.8 -0.2
H -5.67902 -4.13743 2.10906 0.8 0.8 0.1
H -3.27895 -2.31971 3.18967 -0.7 -0.7 -0.4
H -4.13048 -3.66797 4.00756 0.2 0.4 -1.0
H -2.15192 -4.69100 3.39657 -0.4 0.3 -1.1
H -3.10057 -5.19139 1.92404 0.5 0.9 0.1
H 2.52261 -1.39077 0.95397 -0.9 -0.7 0.5
H 2.34683 -1.53549 2.72794 -0.5 -0.2 -1.0
H 1.08759 0.42300 1.75244 -0.5 -1.0 0.0
H 0.06606 -0.61095 2.79690 0.3 -0.3 -1.0
H -0.07066 -0.68408 0.93014 0.4 0.0 1.0
H 2.38904 -3.95202 0.08967 -0.8 0.3 0.3
H 0.73895 -4.60844 0.35566 0.5 1.1 -0.1
H 1.54658 -1.81408 -0.99173 -0.5 -0.9 0.2
H 0.79024 -3.29253 -1.76570 0.2 0.7 0.8
H -0.16754 -2.24771 -0.66419 0.9 -0.5 0.1
H -6.41384 2.61743 -2.06658 0.8 -0.5 0.4
H -5.38989 1.81254 0.98774 0.7 -0.6 -0.5
C 1.10437 6.12571 1.24718 0.1 -0.1 -0.2
C -0.27406 5.79837 1.78764 0.5 0.2 0.3
O -1.20420 5.55236 0.72514 -0.2 -0.2 0.0
C -1.09055 4.35804 0.13330 0.0 0.1 -0.1
O -0.30162 3.49392 0.42325 -0.1 0.1 0.0
O -1.99375 4.29075 -0.85150 0.1 0.1 0.2
C -1.91001 3.09504 -1.62906 0.1 -0.2 -0.3
H 1.05129 6.95453 0.53810 0.0 0.1 0.2
H 1.78257 6.39475 2.05916 0.0 0.1 0.0
H 1.53275 5.27671 0.71243 -0.1 0.0 0.1
H -0.65714 6.65538 2.34310 -0.2 -0.1 -0.2
H -0.24825 4.95162 2.47687 0.0 -0.1 -0.2
H -1.95840 2.20807 -0.99983 0.2 0.1 0.0
H -0.99020 3.09812 -2.21586 0.0 -0.1 0.1
H -2.75697 3.07929 -2.31357 0.3 0.3 0.1
C 7.11058 9.22148 3.37595 -0.2 0.1 0.2
C 7.17919 7.77529 2.92799 0.2 0.5 -0.3
O 6.67272 6.89236 3.93956 -0.2 -0.2 0.0
C 5.34260 6.85117 4.05532 0.2 0.0 0.1
O 4.54781 7.46602 3.39087 0.1 -0.1 0.0
O 5.03359 6.01302 5.05336 0.1 0.0 -0.2
C 3.63695 5.96135 5.34222 -0.4 -0.1 0.2
H 7.61605 9.35044 4.33562 0.1 0.0 -0.1
H 7.57737 9.87488 2.63692 0.0 -0.1 0.0
H 6.07785 9.54508 3.51459 0.0 -0.1 -0.1
H 8.22070 7.49532 2.76687 -0.1 -0.2 0.2
H 6.65294 7.61936 1.98430 -0.1 0.0 0.2
H 3.05401 5.73769 4.44845 0.1 0.1 0.0
H 3.31513 6.90577 5.78335 -0.1 0.0 -0.2
H 3.47348 5.16465 6.06638 0.3 0.0 0.0
C -6.93731 -12.00508 -5.77818 -0.3 0.1 0.1
C -5.95934 -11.00657 -6.36528 0.1 -0.6 0.2
O -6.63248 -9.82398 -6.81848 0.1 0.3 0.0
C -7.01125 -8.97335 -5.86062 -0.1 -0.2 -0.1
O -6.82927 -9.10755 -4.67574 0.0 0.1 -0.3
O -7.64959 -7.94874 -6.44256 0.2 -0.2 0.0
C -8.19106 -7.01269 -5.51538 -0.2 0.4 0.2
H -7.73518 -12.22415 -6.49091 0.1 -0.1 -0.1
H -6.42798 -12.93411 -5.51745 0.0 0.0 -0.1
H -7.41272 -11.61167 -4.87859 0.1 0.0 0.0
H -5.47859 -11.44283 -7.24156 -0.1 0.3 -0.1
H -5.16914 -10.75009 -5.65665 -0.2 0.1 0.0
H -7.42806 -6.65318 -4.82398 -0.1 -0.2 0.0
H -9.01892 -7.46632 -4.96868 0.1 0.0 0.1
H -8.57390 -6.16278 -6.07811 0.1 -0.2 -0.2
C 1.51902 -1.63055 6.60597 0.2 0.2 -0.1
C 1.84610 -1.34838 8.06006 -0.5 -0.3 -0.3
O 3.19123 -0.86992 8.20830 0.1 0.2 0.2
C 3.38547 0.40266 7.85543 0.0 -0.2 -0.1
O 2.54471 1.16275 7.44516 0.1 0.0 0.1
O 4.68491 0.69122 8.01514 -0.2 -0.1 0.1
C 5.03271 1.99936 7.56823 0.2 0.4 -0.1
H 2.25453 -2.31060 6.17200 -0.1 -0.1 0.1
H 0.52709 -2.07427 6.51369 0.1 0.0 0.1
H 1.54083 -0.71644 6.01036 -0.1 0.0 0.1
H 1.78284 -2.27468 8.63237 0.3 0.1 0.1
H 1.13829 -0.64512 8.50390 0.2 0.1 -0.1
H 4.40215 2.75775 8.03318 -0.1 -0.1 -0.1
H 4.95490 2.05040 6.48120 -0.1 0.1 0.1
H 6.06671 2.18855 7.85186 -0.1 -0.3 0.1
C 10.76903 8.88344 -2.51998 -0.3 0.0 -0.1
C 11.31567 9.91611 -1.55400 0.2 -0.5 -0.1
O 10.59307 11.15112 -1.64907 -0.1 0.2 0.2
C 9.39052 11.16179 -1.06644 0.0 0.0 -0.2
O 8.87928 10.24638 -0.47206 0.1 0.1 0.0
O 8.83872 12.36414 -1.27298 0.2 -0.2 0.1
C 7.50246 12.48004 -0.78552 -0.4 0.1 0.1
H 10.75154 9.28153 -3.53675 0.2 0.0 0.0
H 11.37962 7.97933 -2.50218 0.0 0.1 0.0
H 9.74389 8.60874 -2.26764 0.1 0.0 0.1
H 12.35019 10.14322 -1.81386 -0.1 0.3 0.0
H 11.31343 9.54888 -0.52569 -0.2 0.1 0.0
H 7.43791 12.20307 0.26699 0.0 -0.1 -0.1
H 6.83302 11.86242 -1.38570 0.0 -0.1 0.1
H 7.20169 13.52127 -0.88888 0.2 0.0 -0.1
```
Positions in Å, forces in eV/Å.

SMILES   CCCCc1c(CC(C)C)cc(CCCSC(=S)N(CC)CC)c2c1C(=O)C(S)=CC2=O.CCOC(=O)OC.CCOC(=O)OC.CCOC(=O)OC.CCOC(=O)OC.CCOC(=O)OC
E_tot   -117751.729 eV
Frontier orbital gap   7.1790 eV
Highest occupied orbital energy   -8.205 eV